1.
{"formula": "C52H57N4O2", "method": "the ωB97M-V functional and the def2-TZVPD basis", "orbital_gap_ev": 3.34, "de_lowest_ev": 0.000, "homo_ev": -7.94, "spin_multiplicity": 1, "total_charge": 1, "symbols": ["C", "C", "C", "C", "C", "C", "N", "C", "C", "C", "C", "C", "C", "C", "C", "C", "C", "O", "N", "C", "C", "C", "C", "C", "C", "C", "C", "C", "C", "C", "C", "C", "C", "H", "H", "H", "H", "H", "H", "H", "H", "H", "H", "H", "H", "H", "H", "H", "H", "H", "H", "H", "H", "H", "H", "H", "H", "H", "H", "H", "H", "H", "H", "H", "H", "C", "N", "C", "O", "C", "C", "C", "C", "C", "C", "C", "C", "N", "C", "C", "C", "C", "C", "C", "C", "C", "C", "C", "C", "C", "H", "H", "H", "H", "H", "H", "H", "H", "H", "H", "H", "H", "H", "H", "H", "H", "H", "H", "H", "H", "H", "H", "H", "H", "H"], "xyz": [[-0.650, -8.576, 0.167], [-1.372, -7.318, -0.214], [-0.755, -6.369, -1.031], [-1.417, -5.201, -1.428], [-0.798, -4.348, -2.488], [-2.657, -4.905, -0.837], [-3.284, -3.640, -1.066], [-2.815, -2.387, -0.779], [-1.424, -1.949, -0.539], [-0.632, -2.462, 0.585], [0.820, -2.415, 0.479], [-1.280, -3.338, 1.546], [-2.624, -3.155, 1.949], [-3.242, -4.006, 2.863], [-2.559, -5.121, 3.354], [-1.234, -5.338, 2.972], [-0.584, -4.438, 2.130], [-0.902, -1.142, -1.348], [-3.722, -1.495, -1.261], [-3.549, -0.085, -1.425], [-3.261, 0.734, -0.326], [-3.177, 0.201, 1.064], [-3.047, 2.099, -0.543], [-3.187, 2.664, -1.811], [-2.980, 4.138, -1.996], [-3.500, 1.830, -2.885], [-3.670, 0.451, -2.713], [-3.891, -0.412, -3.912], [-4.849, -2.202, -1.683], [-4.575, -3.505, -1.592], [-3.341, -5.879, -0.092], [-4.722, -5.673, 0.444], [-2.676, -7.074, 0.214], [-1.257, -9.178, 0.850], [-0.421, -9.190, -0.715], [0.304, -8.351, 0.661], [0.257, -6.548, -1.401], [-1.545, -3.848, -3.117], [-0.120, -3.589, -2.076], [-0.192, -4.993, -3.142], [1.257, -2.460, 1.483], [1.211, -3.268, -0.102], [1.120, -1.497, -0.027], [-3.168, -2.284, 1.579], [-4.267, -3.796, 3.177], [-3.065, -5.816, 4.025], [-0.695, -6.215, 3.338], [0.465, -4.599, 1.863], [-3.146, 1.046, 1.763], [-4.043, -0.417, 1.331], [-2.254, -0.373, 1.225], [-2.778, 2.726, 0.309], [-3.290, 4.449, -2.998], [-3.557, 4.710, -1.260], [-1.925, 4.413, -1.865], [-3.598, 2.250, -3.888], [-3.875, 0.230, -4.800], [-3.095, -1.161, -4.036], [-4.858, -0.927, -3.896], [-5.717, -1.700, -2.071], [-5.155, -4.364, -1.884], [-4.935, -6.467, 1.171], [-4.835, -4.720, 0.975], [-5.489, -5.740, -0.340], [-3.188, -7.818, 0.830], [4.556, 6.635, -1.573], [4.022, 5.761, -0.554], [3.584, 6.253, 0.641], [3.604, 7.435, 0.972], [3.074, 5.067, 1.460], [1.600, 5.185, 1.842], [1.259, 6.435, 2.623], [0.288, 7.315, 2.135], [0.021, 8.509, 2.811], [0.691, 8.800, 4.007], [1.626, 7.891, 4.522], [1.902, 6.704, 3.835], [3.338, 3.922, 0.573], [2.933, 2.669, 0.902], [3.164, 1.511, 0.153], [2.740, 0.198, 0.455], [3.517, -0.911, -0.057], [3.722, -2.085, 0.719], [4.315, -3.219, 0.175], [4.832, -3.179, -1.130], [4.761, -1.990, -1.868], [4.112, -0.871, -1.349], [3.990, 4.309, -0.694], [3.153, 3.927, -1.920], [5.429, 3.783, -0.820], [4.399, 7.671, -1.267], [5.630, 6.466, -1.722], [4.047, 6.461, -2.527], [3.690, 5.000, 2.377], [1.001, 5.154, 0.919], [1.344, 4.297, 2.439], [-0.227, 7.066, 1.204], [-0.706, 9.211, 2.398], [0.484, 9.732, 4.537], [2.149, 8.105, 5.457], [2.631, 5.987, 4.222], [2.428, 2.588, 1.871], [3.807, 1.638, -0.723], [2.029, 0.052, 1.269], [3.384, -2.088, 1.759], [4.365, -4.136, 0.766], [5.298, -4.068, -1.558], [5.204, -1.939, -2.864], [4.018, 0.033, -1.953], [2.173, 4.420, -1.860], [3.673, 4.257, -2.826], [3.001, 2.848, -1.974], [6.072, 4.298, -0.093], [5.484, 2.707, -0.640], [5.801, 3.994, -1.832]], "lowdin_charge": [-0.047, -0.263, 0.001, -0.180, -0.020, -0.116, 0.088, -0.081, -0.386, -0.202, -0.093, -0.191, -0.058, -0.103, -0.105, -0.093, -0.035, -0.021, 0.081, -0.123, -0.182, -0.028, 0.002, -0.261, -0.052, 0.007, -0.186, -0.031, -0.003, 0.005, -0.185, -0.043, 0.001, 0.078, 0.088, 0.084, 0.127, 0.090, 0.074, 0.089, 0.079, 0.099, 0.055, 0.076, 0.109, 0.102, 0.105, 0.103, 0.087, 0.090, 0.078, 0.120, 0.078, 0.085, 0.078, 0.119, 0.083, 0.097, 0.072, 0.136, 0.132, 0.090, 0.071, 0.078, 0.123, 0.000, -0.039, -0.366, 0.103, -0.151, -0.090, -0.242, -0.040, -0.068, -0.074, -0.066, -0.042, 0.056, 0.033, -0.048, 0.070, -0.228, -0.045, -0.056, -0.047, -0.059, -0.010, -0.462, 0.014, 0.018, 0.103, 0.100, 0.094, 0.172, 0.131, 0.118, 0.112, 0.108, 0.107, 0.108, 0.114, 0.150, 0.072, 0.136, 0.122, 0.118, 0.115, 0.113, 0.112, 0.107, 0.094, 0.073, 0.107, 0.078, 0.098]}

---

2.
{"formula": "C52H58Ge2N4OSeTeTi", "method": "the ωB97M-V functional and the def2-TZVPD basis", "orbital_gap_ev": 7.48, "de_lowest_ev": 0.292, "homo_ev": -12.93, "spin_multiplicity": 1, "total_charge": 2, "symbols": ["Ti", "C", "C", "C", "N", "H", "H", "H", "H", "H", "Se", "C", "C", "C", "C", "C", "C", "H", "H", "H", "H", "H", "N", "C", "C", "C", "N", "C", "C", "H", "H", "H", "H", "H", "H", "C", "Ge", "C", "C", "Ge", "C", "C", "C", "C", "C", "C", "C", "C", "C", "C", "C", "C", "H", "H", "H", "H", "H", "H", "H", "H", "H", "H", "H", "H", "H", "H", "H", "H", "H", "H", "H", "C", "C", "C", "C", "C", "C", "Te", "N", "C", "O", "C", "C", "C", "C", "C", "C", "C", "C", "C", "C", "C", "C", "C", "C", "C", "C", "H", "H", "H", "H", "H", "H", "H", "H", "H", "H", "H", "H", "H", "H", "H", "H", "H", "H", "H", "H", "H", "H", "H"], "xyz": [[-0.687, 1.193, 0.075], [3.736, 2.981, -0.430], [3.611, 1.456, -0.401], [2.194, 1.060, -0.716], [1.230, 1.091, 0.049], [4.732, 3.282, -0.109], [3.004, 3.442, 0.233], [3.584, 3.372, -1.439], [3.839, 1.063, 0.592], [4.308, 1.010, -1.110], [-0.563, -1.106, 1.371], [-1.938, -2.413, 1.012], [-1.621, -3.712, 1.397], [-2.530, -4.735, 1.160], [-3.737, -4.462, 0.533], [-4.042, -3.161, 0.156], [-3.148, -2.126, 0.397], [-0.674, -3.927, 1.877], [-2.287, -5.745, 1.462], [-4.441, -5.260, 0.341], [-4.988, -2.946, -0.325], [-3.389, -1.118, 0.102], [-2.879, 6.836, 1.307], [-2.371, 5.616, 1.091], [-3.124, 4.451, 1.341], [-2.558, 3.231, 1.112], [-1.299, 3.071, 0.645], [-0.574, 4.186, 0.408], [-1.055, 5.445, 0.611], [-3.827, 6.958, 1.617], [-2.352, 7.666, 1.099], [-4.139, 4.512, 1.708], [-3.125, 2.324, 1.287], [0.430, 4.030, 0.034], [-0.427, 6.300, 0.400], [-3.792, -0.309, 5.974], [-3.581, -0.781, 4.087], [-4.593, 0.458, 2.961], [-4.182, -2.604, 3.756], [-1.194, -0.519, 3.692], [-0.561, 1.326, 3.741], [0.742, 1.666, 3.370], [1.195, 2.974, 3.469], [0.349, 3.967, 3.941], [-0.949, 3.647, 4.315], [-1.397, 2.337, 4.218], [-0.124, -1.730, 4.758], [-0.766, -2.667, 5.566], [-0.035, -3.549, 6.352], [1.350, -3.505, 6.333], [2.003, -2.578, 5.530], [1.271, -1.699, 4.749], [-4.797, -0.596, 6.289], [-3.676, 0.761, 6.144], [-3.075, -0.834, 6.605], [-5.651, 0.387, 3.215], [-4.484, 0.196, 1.907], [-4.283, 1.493, 3.111], [-5.115, -2.759, 4.301], [-3.463, -3.349, 4.091], [-4.368, -2.763, 2.695], [1.423, 0.907, 3.004], [2.216, 3.212, 3.199], [0.705, 4.985, 4.036], [-1.605, 4.416, 4.704], [-2.409, 2.110, 4.535], [-1.848, -2.722, 5.603], [-0.549, -4.266, 6.978], [1.922, -4.189, 6.945], [3.085, -2.541, 5.517], [1.804, -0.983, 4.134], [7.940, -0.755, -4.616], [6.532, -0.470, -4.183], [5.797, 0.550, -4.774], [4.499, 0.848, -4.375], [3.780, 1.970, -5.081], [3.926, 0.078, -3.351], [1.918, 0.523, -2.918], [-0.596, 1.492, -1.794], [-1.775, 0.946, -1.901], [-2.352, 0.627, -0.728], [-2.451, 0.602, -3.152], [-3.504, -0.309, -3.161], [-4.089, -0.663, -4.365], [-3.636, -0.096, -5.549], [-2.594, 0.825, -5.540], [-1.995, 1.169, -4.342], [1.141, -1.430, -2.881], [0.775, -2.013, -1.675], [0.153, -3.248, -1.669], [-0.088, -3.893, -2.877], [0.305, -3.311, -4.069], [0.930, -2.062, -4.104], [1.361, -1.474, -5.419], [4.645, -0.950, -2.723], [4.099, -1.788, -1.601], [5.942, -1.198, -3.157], [8.082, -0.530, -5.672], [8.202, -1.798, -4.446], [8.643, -0.141, -4.050], [6.246, 1.134, -5.569], [4.485, 2.533, -5.689], [3.312, 2.679, -4.396], [2.999, 1.597, -5.749], [-3.844, -0.741, -2.230], [-4.902, -1.377, -4.385], [-4.105, -0.365, -6.487], [-2.260, 1.275, -6.465], [-1.188, 1.892, -4.312], [0.992, -1.517, -0.738], [-0.141, -3.705, -0.732], [-0.576, -4.858, -2.889], [0.120, -3.826, -5.004], [0.948, -2.044, -6.248], [2.450, -1.484, -5.516], [1.024, -0.440, -5.538], [3.511, -1.200, -0.891], [4.916, -2.251, -1.050], [3.452, -2.585, -1.969], [6.508, -1.988, -2.677]], "lowdin_charge": [0.852, -0.065, -0.247, -0.494, -0.075, 0.089, 0.064, 0.079, 0.127, 0.081, 0.848, -0.552, -0.147, -0.061, -0.064, -0.074, -0.126, 0.110, 0.117, 0.115, 0.116, 0.072, 0.177, -0.283, 0.020, -0.105, -0.065, -0.098, 0.017, 0.125, 0.124, 0.128, 0.104, 0.116, 0.127, -0.229, 0.708, -0.228, -0.216, 0.769, -0.363, -0.143, -0.075, -0.072, -0.072, -0.121, -0.355, -0.123, -0.065, -0.064, -0.069, -0.111, 0.031, 0.017, 0.018, 0.035, 0.008, -0.001, 0.036, 0.018, -0.001, 0.079, 0.109, 0.113, 0.113, 0.080, 0.070, 0.112, 0.113, 0.110, 0.087, -0.030, -0.237, 0.004, -0.307, -0.085, -0.374, 1.848, -0.050, -0.500, -0.207, -0.159, 0.000, -0.051, -0.052, -0.058, -0.023, -0.395, -0.161, -0.053, -0.037, -0.019, -0.297, -0.056, -0.284, -0.035, 0.006, 0.086, 0.085, 0.095, 0.127, 0.087, 0.055, 0.079, 0.106, 0.113, 0.115, 0.112, 0.111, 0.025, 0.094, 0.117, 0.122, 0.090, 0.090, 0.057, 0.057, 0.094, 0.089, 0.128]}

---

3.
{"formula": "C52H65F9LiN3O8P3", "method": "the ωB97M-V functional and the def2-TZVPD basis", "orbital_gap_ev": 4.70, "homo_ev": -2.82, "spin_multiplicity": 1, "total_charge": -1, "symbols": ["Li", "O", "N", "N", "O", "C", "C", "C", "C", "C", "C", "H", "H", "H", "H", "H", "C", "C", "C", "O", "P", "O", "C", "P", "O", "O", "C", "C", "C", "O", "C", "C", "C", "O", "C", "C", "C", "H", "H", "H", "H", "H", "H", "H", "H", "H", "H", "H", "H", "H", "H", "H", "H", "H", "H", "H", "H", "H", "H", "H", "H", "H", "H", "H", "H", "H", "H", "C", "C", "C", "C", "C", "C", "C", "C", "N", "C", "C", "C", "C", "H", "H", "H", "H", "H", "H", "H", "H", "H", "H", "H", "H", "H", "H", "H", "H", "H", "H", "F", "C", "F", "F", "C", "C", "C", "C", "C", "C", "P", "C", "C", "C", "C", "C", "C", "C", "F", "F", "F", "C", "C", "C", "C", "C", "C", "C", "F", "F", "F", "H", "H", "H", "H", "H", "H", "H", "H", "H", "H", "H", "H"], "xyz": [[-0.042, -0.857, -0.334], [-1.678, -0.300, 0.596], [-2.654, 0.140, -0.061], [-2.619, 1.405, -0.210], [-1.689, 2.203, 0.274], [-3.718, 2.004, -0.917], [-4.842, 1.260, -1.270], [-5.904, 1.887, -1.898], [-5.856, 3.246, -2.183], [-4.722, 3.972, -1.852], [-3.653, 3.355, -1.217], [-4.859, 0.203, -1.046], [-6.782, 1.313, -2.167], [-6.699, 3.733, -2.661], [-4.666, 5.027, -2.091], [-2.759, 3.902, -0.958], [4.530, -4.619, -2.083], [3.660, -3.486, -1.581], [4.460, -2.345, -0.982], [2.743, -4.033, -0.570], [1.244, -3.482, -0.641], [1.169, -2.105, -1.141], [0.614, -3.637, 1.053], [1.273, -2.197, 1.969], [1.005, -0.907, 1.324], [0.846, -2.357, 3.486], [-0.474, -2.461, 4.083], [-0.826, -3.927, 4.268], [-1.525, -1.694, 3.306], [2.829, -2.448, 2.119], [3.394, -3.414, 3.038], [4.510, -4.155, 2.329], [3.888, -2.677, 4.268], [0.466, -4.450, -1.602], [0.168, -5.860, -1.554], [1.352, -6.705, -1.109], [-1.061, -6.104, -0.698], [5.276, -4.220, -2.773], [3.936, -5.365, -2.613], [5.045, -5.107, -1.250], [3.068, -3.096, -2.409], [5.138, -2.717, -0.210], [3.783, -1.614, -0.539], [5.040, -1.855, -1.765], [0.882, -4.575, 1.538], [-0.472, -3.522, 0.969], [-0.350, -2.005, 5.065], [-1.017, -4.406, 3.304], [-1.727, -4.010, 4.877], [-0.013, -4.455, 4.772], [-1.777, -2.189, 2.364], [-1.160, -0.698, 3.052], [-2.431, -1.600, 3.908], [2.617, -4.124, 3.337], [5.349, -3.477, 2.151], [4.161, -4.539, 1.372], [4.856, -4.984, 2.949], [4.626, -1.928, 3.971], [4.351, -3.380, 4.963], [3.060, -2.173, 4.768], [-0.078, -6.095, -2.587], [1.661, -6.442, -0.095], [2.208, -6.551, -1.767], [1.074, -7.759, -1.132], [-0.831, -5.978, 0.365], [-1.425, -7.120, -0.855], [-1.843, -5.402, -0.984], [-3.790, -3.818, -1.294], [-2.860, -3.262, -2.350], [-2.952, -3.714, -3.675], [-2.153, -3.095, -4.638], [-2.258, -3.532, -6.081], [-1.306, -2.044, -4.314], [-1.187, -1.517, -2.977], [-1.985, -2.256, -2.017], [-0.499, -0.479, -2.505], [0.312, 0.482, -3.248], [-0.317, 1.870, -3.021], [0.506, 0.323, -4.767], [1.723, 0.508, -2.625], [-4.027, -4.871, -1.470], [-4.733, -3.264, -1.308], [-3.365, -3.708, -0.292], [-3.637, -4.513, -3.944], [-2.697, -4.528, -6.162], [-1.279, -3.542, -6.567], [-2.893, -2.837, -6.639], [-0.722, -1.634, -5.123], [-1.930, -1.945, -0.979], [-1.332, 1.886, -3.430], [0.276, 2.655, -3.509], [-0.371, 2.078, -1.952], [-0.442, 0.395, -5.301], [0.996, -0.621, -5.014], [1.149, 1.137, -5.117], [1.644, 0.667, -1.545], [2.332, 1.308, -3.062], [2.220, -0.453, -2.790], [1.863, 0.126, 8.623], [0.906, -0.547, 7.943], [-0.114, -0.737, 8.804], [1.429, -1.770, 7.682], [0.488, 0.155, 6.696], [1.361, 0.174, 5.614], [0.971, 0.774, 4.431], [-0.274, 1.411, 4.298], [-1.127, 1.376, 5.403], [-0.756, 0.755, 6.591], [-0.764, 1.848, 2.528], [0.049, 3.516, 2.413], [1.240, 3.805, 3.089], [1.927, 4.987, 2.878], [1.440, 5.926, 1.982], [0.268, 5.667, 1.291], [-0.408, 4.474, 1.498], [2.177, 7.210, 1.792], [1.784, 7.880, 0.692], [3.511, 7.025, 1.687], [2.002, 8.056, 2.839], [-2.528, 2.278, 2.894], [-3.029, 3.565, 3.077], [-4.393, 3.793, 3.188], [-5.280, 2.730, 3.131], [-4.800, 1.434, 3.002], [-3.437, 1.216, 2.892], [-6.754, 2.957, 3.183], [-7.370, 2.090, 4.022], [-7.339, 2.792, 1.978], [-7.075, 4.198, 3.602], [2.329, -0.307, 5.695], [1.622, 0.716, 3.563], [-2.106, 1.833, 5.340], [-1.435, 0.728, 7.433], [1.645, 3.102, 3.803], [2.852, 5.181, 3.409], [-0.113, 6.389, 0.581], [-1.296, 4.259, 0.922], [-2.354, 4.408, 3.129], [-4.770, 4.800, 3.316], [-5.494, 0.602, 2.977], [-3.066, 0.205, 2.778]], "lowdin_charge": [0.548, -0.271, -0.023, -0.210, -0.228, -0.155, -0.015, -0.092, -0.109, -0.090, -0.018, 0.104, 0.098, 0.093, 0.097, 0.101, -0.041, -0.426, -0.032, -0.206, 0.475, -0.286, -0.187, 0.476, -0.288, -0.184, -0.398, -0.036, -0.053, -0.165, -0.440, -0.038, -0.032, -0.138, -0.406, -0.044, -0.030, 0.086, 0.069, 0.084, 0.134, 0.072, 0.082, 0.090, 0.080, 0.079, 0.128, 0.071, 0.089, 0.083, 0.078, 0.026, 0.098, 0.130, 0.085, 0.064, 0.086, 0.094, 0.089, 0.056, 0.147, 0.075, 0.066, 0.086, 0.073, 0.090, 0.057, -0.081, -0.329, -0.082, -0.319, -0.078, -0.014, -0.296, -0.045, 0.005, -0.627, -0.060, -0.078, -0.065, 0.064, 0.074, 0.064, 0.087, 0.060, 0.066, 0.072, 0.061, 0.059, 0.081, 0.073, 0.059, 0.076, 0.072, 0.071, 0.073, 0.075, 0.062, 0.129, -0.572, 0.125, 0.119, -0.153, -0.026, -0.109, -0.330, -0.055, -0.011, 1.172, -0.301, -0.065, -0.018, -0.143, -0.002, -0.081, -0.574, 0.126, 0.125, 0.122, -0.337, -0.059, -0.004, -0.136, 0.001, -0.081, -0.575, 0.120, 0.136, 0.121, 0.111, 0.108, 0.101, 0.116, 0.086, 0.120, 0.119, 0.083, 0.101, 0.117, 0.125, 0.075]}

---

Number 1: electronic energy -64897.82735 eV. Number 2: electronic energy -271650.12103 eV. Number 3: electronic energy -128366.14622 eV.